Here is a cluster of 3 separate species, C31H49F3N5O3S3 in total at a distorted geometry from the Open Molecules 2025 dataset. Energies are from ωB97M-V/def2-TZVPD.

Energy ... -87172.630 eV
HOMO energy ... -0.3751 Eh
HOMO-LUMO gap ... 5.75 eV
Charge ... +1
Max |F| ... 0.094 hartree/bohr
Molecular weight ... 692.96 g mol⁻¹

Last column: Mulliken charge in e.
Positions of all 94 atoms, in Å:
C 3.03 -1.58 -1.23  -0.7045
N 3.60 -1.10 -2.53  -0.0788
C 2.97 0.19 -2.91  -0.5557
N 3.30 1.34 -2.08  0.3063
S 4.27 2.56 -2.81  -0.1228
C 2.22 1.82 -1.18  -0.5815
O 2.56 1.44 0.18  -0.1736
C 3.70 2.15 0.67  0.8295
F 3.72 3.52 0.33  -0.2224
F 3.62 2.12 2.12  -0.2526
F 4.94 1.49 0.38  -0.2298
N 2.17 0.20 -3.98  0.4472
C 1.54 1.47 -4.46  -0.7375
C 0.00 1.36 -4.91  -0.0419
C -0.97 2.47 -4.25  -0.4961
S -2.34 2.76 -5.52  -0.1951
C -3.90 2.01 -4.93  0.0616
S -5.38 2.38 -5.65  -0.0663
N -3.85 1.06 -3.79  0.7445
C -4.68 -0.14 -4.00  -0.2117
C -6.16 -0.25 -3.52  -0.0330
C -6.97 -1.56 -3.73  -0.6227
C -6.24 -2.76 -4.44  -0.2805
C -4.78 -2.70 -4.95  -0.5656
C -4.01 -1.36 -4.71  -0.2147
C -4.11 1.72 -2.49  0.0482
C -4.81 3.09 -2.30  -0.2527
C -4.97 3.66 -0.86  -0.4953
C -4.48 2.92 0.43  -0.4718
C -3.75 1.55 0.21  -0.5112
C -3.58 0.96 -1.22  -0.2709
C 1.89 -1.04 -4.81  -0.8660
C 1.08 -2.17 -4.03  0.6675
C -0.42 -2.07 -3.48  -0.8422
N 1.74 -3.30 -3.77  -0.6860
H 3.59 -1.03 -0.39  0.3225
H 3.21 -2.72 -1.15  0.3317
H 1.91 -1.32 -1.24  0.1612
H 4.63 -0.97 -2.50  0.3761
H 5.35 1.91 -3.41  0.2091
H 1.94 2.92 -1.30  0.4766
H 1.27 1.22 -1.44  0.2329
H 2.13 1.78 -5.41  0.2152
H 1.63 2.35 -3.75  0.3825
H -0.05 1.54 -6.05  0.4139
H -0.49 0.35 -4.74  -0.2361
H -1.44 2.13 -3.26  0.1439
H -0.42 3.47 -4.18  0.4919
H -6.65 0.64 -3.00  0.3293
H -8.05 -1.72 -3.39  0.3321
H -6.81 -3.73 -4.61  0.3143
H -4.22 -3.56 -5.45  0.3250
H -2.92 -1.22 -5.05  0.2603
H -5.18 3.70 -3.18  0.2662
H -5.49 4.67 -0.68  0.3094
H -4.65 3.37 1.46  0.3537
H -3.36 0.95 1.09  0.3466
H -3.06 -0.06 -1.38  0.3213
H 2.94 -1.47 -5.04  0.4313
H 1.46 -0.78 -5.84  0.4956
H -1.16 -2.31 -4.33  0.2682
H -0.66 -2.81 -2.63  0.5463
H -0.70 -1.03 -3.08  -0.0652
H 1.07 -3.90 -3.24  0.3107
C 4.29 -3.25 4.56  -1.0507
C 3.04 -3.53 3.74  -0.1462
O 1.92 -2.74 4.12  -0.4493
C 2.08 -1.33 4.01  -0.5997
C 2.38 -0.86 2.60  -0.7026
H 4.09 -3.41 5.62  0.2695
H 5.10 -3.91 4.25  0.3974
H 4.63 -2.22 4.44  0.2587
H 2.75 -4.57 3.88  0.3587
H 3.24 -3.41 2.66  0.1642
H 2.84 -0.98 4.71  0.3247
H 1.13 -0.88 4.34  0.3102
H 3.32 -1.26 2.22  0.2936
H 2.44 0.23 2.56  0.2858
H 1.58 -1.18 1.92  0.2764
C 1.09 2.22 8.58  -0.9885
C -0.15 1.41 8.91  -0.3232
O -0.58 0.56 7.86  -0.4526
C 0.35 -0.43 7.43  -0.0717
C 0.75 -1.40 8.53  -1.0717
H 0.92 2.83 7.68  0.2728
H 1.35 2.89 9.41  0.3818
H 1.95 1.58 8.38  0.2484
H -0.98 2.10 9.11  0.3309
H -0.01 0.83 9.83  0.2945
H 1.23 0.05 6.98  0.1882
H -0.14 -0.99 6.63  0.2601
H 1.26 -0.90 9.35  0.2879
H 1.43 -2.16 8.13  0.3660
H -0.13 -1.90 8.94  0.2979